12
Properties=species:S:1:pos:R:3 method="wB97M-V/def2-TZVPD" fmax_ev_per_a=2.647 multiplicity=7 e_homo_ev="-7.3 / -5.9" lumo_ev="-0.4 / -0.2" e_above_lowest_kcal_mol=15.9 charge=0
O 2.354 -0.681 -0.219
C 1.084 -0.730 0.415
H 1.146 -0.441 1.483
H 0.761 -1.788 0.348
C 0.145 0.222 -0.318
C -1.198 0.264 0.381
C -2.345 -0.077 -0.167
O -3.365 -0.317 -0.702
Tb 0.438 2.894 -0.515
H -0.016 -0.136 -1.352
H -1.279 0.607 1.421
H 2.277 0.183 -0.775